Model i:
This record from the OMol25 dataset describes a molecular structure, C35H26Cl5NO4P2Ti. The level of theory is wB97M-V/def2-TZVPD.

## Properties
frontier orbital gap (alpha / beta): 0.212 / 0.298 Ha
molecular weight: 811.68 g mol⁻¹
multiplicity: 3

```
74
C35H26Cl5NO4P2Ti wB97M-V/def2-TZVPD
Ti 0.22 -1.58 1.24
Cl 3.99 -1.87 2.37
C 2.70 -2.36 3.46
C 1.40 -2.23 3.03
C 0.45 -2.64 3.95
Cl -1.23 -2.47 3.39
C 0.71 -3.16 5.21
Cl -0.57 -3.64 6.27
C 2.04 -3.26 5.59
Cl 2.44 -3.89 7.15
C 3.05 -2.86 4.71
Cl 4.70 -3.00 5.20
O 0.22 0.50 1.86
P 0.14 1.64 0.89
C 0.42 1.11 -0.83
P -0.87 -0.05 -1.37
O -1.36 -0.90 -0.24
C -2.21 0.96 -2.03
C -2.00 1.85 -3.08
C -3.05 2.62 -3.55
C -4.31 2.50 -2.97
C -4.52 1.61 -1.92
C -3.47 0.84 -1.45
C -0.21 -1.01 -2.74
C 0.73 -0.51 -3.63
C 1.18 -1.31 -4.67
C 0.70 -2.61 -4.81
C -0.24 -3.11 -3.91
C -0.70 -2.31 -2.87
C 1.41 2.86 1.24
C 1.72 3.91 0.38
C 2.72 4.81 0.73
C 3.41 4.66 1.92
C 3.11 3.61 2.77
C 2.11 2.70 2.44
C -1.48 2.41 0.95
C -2.43 1.84 1.79
C -3.71 2.37 1.85
C -4.04 3.47 1.07
C -3.09 4.05 0.23
C -1.82 3.52 0.17
H 1.38 0.59 -0.84
H 0.47 1.98 -1.49
H -1.03 1.93 -3.55
H -2.90 3.30 -4.37
H -5.13 3.10 -3.34
H -5.50 1.52 -1.47
H -3.61 0.15 -0.63
H 1.13 0.48 -3.52
H 1.92 -0.93 -5.36
H 1.06 -3.24 -5.61
H -0.60 -4.12 -4.01
H -1.40 -2.70 -2.15
H 1.20 4.04 -0.56
H 2.96 5.63 0.06
H 4.19 5.36 2.19
H 3.66 3.48 3.70
H 1.88 1.86 3.08
H -2.16 0.97 2.38
H -4.44 1.92 2.50
H -5.04 3.89 1.12
H -3.36 4.90 -0.38
H -1.09 3.97 -0.50
O 1.64 -1.70 -0.46
C 1.51 -2.95 -0.48
C 2.42 -3.92 -1.18
C 1.80 -5.26 -0.80
C 0.60 -4.90 0.07
O -0.15 -5.70 0.57
N 0.51 -3.52 0.20
H 3.44 -3.78 -0.83
H 2.41 -3.71 -2.25
H 2.47 -5.90 -0.22
H 1.46 -5.85 -1.66
```

Model ii:
This record from the OMol25 dataset describes a molecular structure, C35H26Cl5NO4P2Ti. The level of theory is wB97M-V/def2-TZVPD.

## Properties
frontier orbital gap (alpha / beta): 0.216 / 0.305 Ha
molecular weight: 811.68 g mol⁻¹
multiplicity: 3

```
74
C35H26Cl5NO4P2Ti wB97M-V/def2-TZVPD
Ti 0.32 -1.66 -1.29
Cl 3.52 -1.31 -2.66
C 3.26 -2.70 -1.62
C 1.97 -2.98 -1.11
C 1.95 -4.22 -0.43
Cl 0.48 -4.80 0.32
C 3.05 -5.06 -0.25
Cl 2.91 -6.56 0.59
C 4.30 -4.67 -0.71
Cl 5.69 -5.66 -0.46
C 4.40 -3.47 -1.40
Cl 5.96 -2.97 -1.97
O 1.18 0.06 -1.50
P 1.31 0.64 -0.10
C -0.31 0.55 0.76
P -1.65 0.66 -0.51
O -1.45 -0.13 -1.77
C -1.74 2.43 -0.88
C -1.57 2.83 -2.21
C -1.64 4.18 -2.54
C -1.86 5.12 -1.55
C -2.03 4.73 -0.23
C -1.98 3.38 0.10
C -3.21 0.33 0.32
C -4.29 0.02 -0.51
C -5.55 -0.17 0.04
C -5.73 -0.06 1.41
C -4.65 0.24 2.24
C -3.39 0.44 1.70
C 2.55 -0.15 0.94
C 2.24 -1.31 1.65
C 3.23 -1.98 2.35
C 4.53 -1.50 2.34
C 4.85 -0.34 1.64
C 3.86 0.33 0.94
C 1.75 2.38 -0.17
C 1.85 3.11 1.01
C 2.15 4.46 0.96
C 2.36 5.08 -0.26
C 2.26 4.35 -1.44
C 1.95 2.99 -1.39
H -0.40 1.41 1.43
H -0.41 -0.37 1.32
H -1.38 2.07 -2.96
H -1.51 4.49 -3.57
H -1.90 6.18 -1.81
H -2.22 5.47 0.54
H -2.14 3.07 1.13
H -4.13 -0.06 -1.57
H -6.39 -0.41 -0.60
H -6.71 -0.22 1.85
H -4.79 0.31 3.31
H -2.55 0.65 2.35
H 1.23 -1.71 1.65
H 2.99 -2.90 2.88
H 5.31 -2.03 2.88
H 5.86 0.03 1.63
H 4.10 1.21 0.36
H 1.71 2.62 1.97
H 2.24 5.03 1.88
H 2.59 6.14 -0.31
H 2.43 4.83 -2.39
H 1.88 2.41 -2.30
O -1.89 -2.27 2.14
C -2.09 -2.61 0.99
C -3.26 -3.47 0.51
C -3.08 -3.53 -1.01
C -1.74 -2.87 -1.20
O -1.03 -2.84 -2.23
N -1.28 -2.30 -0.07
H -4.20 -3.02 0.84
H -3.18 -4.45 0.98
H -3.83 -2.95 -1.54
H -3.08 -4.54 -1.43
```

What should be chosen as the most stable of them? Choose model i.

Model i:
This record from the OMol25 dataset describes a molecular structure, C4H7N3OS. The level of theory is wB97M-V/def2-TZVPD.

## Properties
frontier orbital gap: 0.312 Ha
molecular weight: 145.19 g mol⁻¹

```
16
C4H7N3OS wB97M-V/def2-TZVPD
C -0.24 0.82 -0.06
C -0.69 -0.72 0.10
C 1.45 2.61 0.05
C -0.38 -3.04 -0.09
N -1.32 1.51 -0.18
N -1.96 -0.80 0.07
N 1.01 1.21 0.00
O 0.17 -1.77 0.09
S -2.67 0.62 -0.10
H 0.55 3.17 -0.34
H 1.58 2.99 1.17
H 2.44 2.81 -0.48
H -1.35 -2.94 -0.68
H -0.66 -3.45 0.97
H 0.38 -3.55 -0.66
H 1.71 0.52 0.14
```

Model ii:
This record from the OMol25 dataset describes a single C4H7N3OS molecule. The level of theory is wB97M-V/def2-TZVPD.

## Properties
frontier orbital gap: 0.333 Ha
molecular weight: 145.19 g mol⁻¹

```
16
C4H7N3OS wB97M-V/def2-TZVPD
C 0.90 2.83 0.33
C 0.76 0.41 0.01
C 0.38 -1.75 -0.15
C -1.91 -2.23 -0.34
H 0.86 2.91 1.51
H 1.62 3.62 -0.03
H -0.15 2.92 -0.23
H 2.42 1.54 0.26
H -2.66 -1.68 -1.05
H -2.39 -2.40 0.62
H -1.38 -3.18 -0.77
N 1.46 1.52 -0.08
N 1.30 -0.72 -0.04
N -0.85 -1.25 -0.05
O 0.70 -2.90 -0.23
S -1.06 0.34 0.25
```

What should be chosen as the most stable of them? Choose model ii.

Model i:
This record from the OMol25 dataset describes 3 unconnected molecules or ions with the total composition C8H17NO. The level of theory is wB97M-V/def2-TZVPD.

## Properties
frontier orbital gap: 0.332 Ha
molecular weight: 143.23 g mol⁻¹

```
27
C8H17NO wB97M-V/def2-TZVPD
C -2.34 -0.33 0.46
C -1.31 1.98 1.04
C -1.54 -1.44 1.16
C -1.84 -0.11 -0.96
C -2.32 0.90 1.35
O -3.08 1.01 2.28
H -3.39 -0.65 0.43
H -1.18 2.63 1.90
H -0.35 1.56 0.74
H -1.67 2.56 0.19
H -0.47 -1.20 1.16
H -1.87 -1.57 2.19
H -1.66 -2.38 0.63
H -0.77 0.11 -0.96
H -2.01 -1.01 -1.55
H -2.37 0.70 -1.45
C 3.44 -1.37 -0.54
C 2.48 -0.36 -0.08
N 1.99 0.53 -2.00
C 1.91 0.41 0.71
H 1.35 0.07 -2.64
H 2.81 0.90 -2.47
H 4.30 -0.89 -1.00
H 3.82 -1.94 0.30
H 2.95 -2.04 -1.24
H 1.63 0.69 1.69
H 1.50 1.26 -1.38
```

Model ii:
This record from the OMol25 dataset describes 2 unconnected molecules or ions with the total composition C8H17NO. The level of theory is wB97M-V/def2-TZVPD.

## Properties
frontier orbital gap: 0.319 Ha
molecular weight: 143.23 g mol⁻¹

```
27
C8H17NO wB97M-V/def2-TZVPD
C 0.25 0.70 -0.02
C -2.76 0.92 0.72
C -2.32 -0.85 -1.06
C 1.17 -1.56 -0.56
C 1.93 -0.30 1.47
C 2.56 0.50 -0.82
C -1.99 -0.28 0.28
C 1.47 -0.18 0.02
N 0.26 2.02 0.45
O 0.05 1.70 -0.95
H -2.71 1.71 -0.04
H -2.41 1.30 1.67
H -3.82 0.66 0.83
H -3.31 -1.30 -1.02
H -1.61 -1.61 -1.36
H -2.34 -0.06 -1.81
H 2.09 -2.13 -0.62
H 0.75 -1.47 -1.56
H 0.47 -2.10 0.07
H 2.15 0.68 1.88
H 1.16 -0.76 2.08
H 2.83 -0.91 1.52
H 3.48 -0.08 -0.75
H 2.75 1.51 -0.46
H 2.27 0.55 -1.86
H -1.71 -0.98 1.05
H -0.63 2.32 0.85
```

What should be chosen as the most stable of them? Choose model i.